DFT (ωB97M-V/def2-TZVPD) results for a structure of composition C40H48MnN3O4SSb2.

Computed properties:
Spin multiplicity: 6
Net charge: +1
Energy in Eh: -4047.7821
E_HOMO (spin up / spin down) in eV: -10.272 / -10.389
<S²>: 8.75
LUMO energy (spin up / spin down) in eV: -2.05 / -2.12
Energy relative to the best compared isomer or geometry (same formula, charge and spin) in eV: 0.892
Orbital gap (spin up / spin down) in eV: 8.22 / 8.27

Cartesian coordinates (Å):
Sb  0.96208  1.44309  2.78280
Sb  -0.27660  -1.74433  2.37574
Mn  0.67285  -0.09137  -0.21868
S  -2.82650  -2.85700  -4.15841
O  -2.35003  -3.92045  -4.99147
O  -4.18894  -2.78248  -3.71971
O  -0.38941  -1.94352  -0.63988
O  1.60269  -1.56734  -1.46370
N  -0.45304  0.49919  -2.12171
N  1.79588  1.82325  -0.55352
N  -1.84547  -2.80980  -2.83184
C  0.85429  -0.67270  5.09007
C  -1.74314  1.85704  1.31069
C  -1.00192  -3.95395  -2.46005
C  2.06478  5.70644  2.54575
C  1.63159  -2.70555  2.34341
C  4.12043  -3.97848  2.38286
C  -1.14057  -4.53248  1.40422
C  -2.86589  3.56755  3.16738
C  2.73139  -2.14087  1.70849
C  -1.01444  2.18667  2.44804
C  -2.45933  -1.32392  -4.96210
C  -3.08001  0.91066  -5.55327
C  -3.35914  -0.27325  -4.88401
C  1.79723  -3.92295  3.00452
C  -1.95880  -5.64752  1.30025
C  3.27148  5.76816  3.22692
C  -0.71381  1.86487  -2.61376
C  -3.47255  -4.68867  2.89970
C  0.53278  2.73092  -2.52164
C  3.96972  -2.77010  1.72183
C  1.02902  2.97553  -1.10442
C  0.73627  0.82572  4.83353
C  -2.65100  -3.57342  3.00541
C  0.44391  -3.51916  -2.25710
C  3.11094  3.41964  3.71151
C  -1.91514  1.05581  -6.30071
C  -0.28874  -1.51408  4.52952
C  -1.59538  3.05033  3.37581
C  3.03206  -4.55409  3.02635
C  1.89116  3.34933  3.04061
C  -1.47996  -3.48781  2.25945
C  -1.28814  -1.20288  -5.69875
C  -1.64309  2.32062  -7.06477
C  -1.02050  -0.01478  -6.35622
C  -3.01477  2.37097  1.09205
C  0.56335  -2.29125  -1.40107
C  3.79400  4.62305  3.81227
C  1.37706  4.50304  2.45287
C  -3.12803  -5.72515  2.04584
C  -3.57751  3.22980  2.02391
H  1.49581  1.37828  5.38907
H  -0.23927  1.19920  5.15293
H  -3.79053  1.72760  -5.50878
H  -1.68197  -6.46059  0.64067
H  0.95481  -4.39526  3.49816
H  -2.33698  -2.41775  -2.03945
H  -3.56825  2.09131  0.20432
H  -1.50856  2.29754  -2.00162
H  -0.61002  -2.04332  -5.77588
H  4.81202  -2.31613  1.21588
H  -0.22822  -2.53690  4.90647
H  1.81148  -1.05163  4.71860
H  -2.93673  -2.77334  3.67989
H  -2.09637  3.18436  -6.57901
H  2.64944  -1.18371  1.19999
H  -0.11515  0.07777  -6.94414
H  0.93484  -3.30818  -3.20802
H  -3.30084  4.23640  3.89854
H  -0.22376  -4.48711  0.82688
H  -4.38046  -4.74687  3.48574
H  0.42229  4.47760  1.93893
H  0.31002  3.69843  -2.97441
H  1.02266  -4.31764  -1.78246
H  0.87826  -0.81588  6.17527
H  1.65170  3.87123  -1.07368
H  -1.34659  1.16105  0.57393
H  2.58089  1.62234  -1.17216
H  3.80293  6.70727  3.30511
H  0.18493  0.03206  -2.76609
H  -1.04979  -4.69079  -3.25867
H  5.08257  -4.47324  2.39701
H  -3.76612  -6.59501  1.96362
H  3.54024  2.53329  4.16853
H  -1.30145  -0.05878  -2.17192
H  2.22480  2.12758  0.31818
H  -0.57340  2.50034  -7.16856
H  -2.06213  2.25389  -8.07065
H  1.65077  6.59917  2.09445
H  -1.05128  3.34000  4.26836
H  3.14399  -5.49828  3.54351
H  -1.25558  -1.10827  4.83605
H  1.33497  2.29597  -3.12951
H  -1.40331  -4.40996  -1.55519
H  -4.56936  3.63086  1.86319
H  4.73380  4.66694  4.34703
H  0.18010  3.14918  -0.43760
H  -1.07343  1.83650  -3.64460
H  -4.28118  -0.40007  -4.33212

Results of the Löwdin charge analysis, in e, for atoms 1 through 5:
1 Sb 1.422
2 Sb 1.457
3 Mn 0.774
4 S 0.644
5 O -0.275